{
  "formula": "C35H35N3O2P2PdS2",
  "method": "wB97M-V/def2-TZVPD",
  "species": ["Pd", "N", "C", "S", "N", "N", "C", "C", "C", "C", "C", "C", "C", "O", "H", "H", "H", "H", "H", "H", "H", "C", "S", "C", "O", "H", "H", "H", "H", "H", "H", "C", "P", "C", "C", "C", "C", "C", "C", "C", "C", "C", "C", "C", "C", "P", "C", "C", "C", "C", "C", "C", "C", "C", "C", "C", "C", "C", "H", "H", "H", "H", "H", "H", "H", "H", "H", "H", "H", "H", "H", "H", "H", "H", "H", "H", "H", "H", "H", "H"],
  "positions_angstrom": [[-1.9923, -1.1768, -1.3948], [-3.1335, -5.0761, 0.4483], [-2.8700, -3.8237, 0.0774], [-1.9159, -3.6106, -1.3653], [-3.2321, -2.8254, 0.8376], [-3.1603, -1.5983, 0.3818], [-3.2319, -0.5782, 1.2014], [-3.3112, 0.7612, 0.7515], [-3.2470, 1.8137, 1.6847], [-3.3505, 3.1267, 1.3031], [-3.5629, 3.4515, -0.0501], [-3.6350, 2.4722, -0.9958], [-3.5058, 1.0877, -0.6605], [-3.6112, 0.2148, -1.5745], [-2.8491, -5.8536, -0.1268], [-3.7451, -5.2471, 1.2305], [-3.2457, -0.7630, 2.2742], [-3.1094, 1.5617, 2.7258], [-3.2985, 3.9162, 2.0352], [-3.7001, 4.4837, -0.3335], [-3.8180, 2.7010, -2.0353], [-3.0034, -1.8892, -4.2310], [-1.9260, -0.4213, -4.4338], [-0.9368, -1.0948, -5.8104], [-0.9827, -0.5277, -3.2535], [-2.3667, -2.7515, -4.0233], [-3.5679, -2.0519, -5.1437], [-3.6987, -1.6901, -3.4048], [-1.5752, -1.2019, -6.6809], [-0.5198, -2.0485, -5.5042], [-0.1369, -0.3960, -6.0334], [1.5335, -1.3250, -0.8456], [-0.0212, -0.6317, -0.0647], [-0.0347, -1.3570, 1.5995], [0.0024, -2.7550, 1.6451], [-0.0572, -3.4179, 2.8529], [-0.1760, -2.6937, 4.0294], [-0.2753, -1.3128, 3.9865], [-0.2227, -0.6402, 2.7790], [0.1415, 1.1814, -0.0338], [-0.4381, 1.8592, -1.1086], [-0.3771, 3.2366, -1.1839], [0.2504, 3.9548, -0.1800], [0.8374, 3.2862, 0.8818], [0.7914, 1.9045, 0.9616], [3.2199, -0.6855, -0.4277], [3.3000, -0.6887, 1.3826], [3.5113, 0.4582, 2.1488], [3.5757, 0.3547, 3.5268], [3.4638, -0.8805, 4.1487], [3.2761, -2.0247, 3.3862], [3.2096, -1.9340, 2.0104], [3.3931, 0.9870, -1.0728], [4.5155, 1.7234, -0.6745], [4.7220, 2.9917, -1.1798], [3.8388, 3.5196, -2.1115], [2.7566, 2.7686, -2.5488], [2.5430, 1.4954, -2.0565], [1.4090, -1.2696, -1.9311], [1.5381, -2.3848, -0.5750], [0.0569, -3.3191, 0.7226], [-0.0193, -4.4954, 2.8767], [-0.2149, -3.2091, 4.9756], [-0.4053, -0.7555, 4.9001], [-0.3334, 0.4328, 2.7633], [-0.9209, 1.2984, -1.9005], [-0.8220, 3.7519, -2.0187], [0.2901, 5.0316, -0.2270], [1.3359, 3.8441, 1.6586], [1.2650, 1.3945, 1.7865], [3.6021, 1.4264, 1.6774], [3.7226, 1.2456, 4.1194], [3.5445, -0.9544, 5.2228], [3.2017, -2.9878, 3.8649], [3.1019, -2.8313, 1.4172], [5.2253, 1.2912, 0.0179], [5.5797, 3.5643, -0.8636], [4.0086, 4.5044, -2.5189], [2.0825, 3.1738, -3.2872], [1.7133, 0.9095, -2.4248]],
  "mulliken_charge": [-0.3618, -0.3969, 0.7254, -0.3696, -1.3346, 0.9087, -0.1480, 0.4514, -0.6448, -0.7195, -0.4713, -0.4792, 0.8003, -0.9183, 0.2149, 0.2582, 0.5076, 0.4977, 0.4852, 0.4500, 0.5233, -0.8601, 0.4862, -1.1157, -0.5410, 0.2149, 0.5314, 0.2594, 0.4588, 0.3453, 0.3807, -1.0678, -0.0185, 2.6881, -1.2713, -0.8745, -0.8236, -1.1103, -0.5222, 2.9875, -1.0587, -0.6345, -1.0928, -1.1347, -0.9238, -0.5612, 0.9799, -0.5461, -0.4792, -0.7967, -0.5320, -0.3539, 0.9523, -0.6419, -0.7148, -0.6715, -0.4594, -0.3945, 0.7455, 0.9437, 0.4143, 0.5464, 0.4712, 0.5440, 0.5556, 0.1597, 0.5050, 0.5263, 0.5044, 0.4478, 0.4214, 0.4755, 0.4470, 0.5213, 0.4553, 0.6213, 0.4450, 0.4451, 0.4715, 0.2701],
  "homo_ev": [-12.48, -12.38],
  "total_charge": 2,
  "e_tot_ev": -89139.6856,
  "largest_force_ev_per_a": 3.32,
  "homo_lumo_gap_ha": [0.14293, 0.13664]
}

---

{
  "formula": "C35H36AuFN3P2SSi",
  "method": "wB97M-V/def2-TZVPD",
  "species": ["Au", "C", "Si", "C", "C", "N", "C", "C", "C", "C", "C", "C", "F", "H", "H", "H", "H", "H", "H", "H", "H", "H", "H", "H", "H", "H", "C", "N", "P", "C", "C", "C", "C", "C", "C", "C", "C", "C", "C", "C", "C", "P", "C", "C", "C", "C", "C", "C", "C", "C", "C", "C", "C", "C", "H", "H", "H", "H", "H", "H", "H", "H", "H", "H", "H", "H", "H", "H", "H", "H", "H", "H", "H", "H", "H", "H", "H", "S", "C", "N"],
  "positions_angstrom": [[13.3480, 14.0844, 10.8718], [14.3088, 18.9613, 11.0135], [14.4197, 17.2373, 11.6226], [14.4053, 17.0269, 13.5418], [16.1302, 16.6504, 10.9738], [13.1649, 16.2632, 10.9220], [12.0462, 16.8690, 10.4760], [12.0730, 17.4611, 9.2020], [10.9016, 17.8589, 8.5293], [9.7116, 17.9401, 9.2322], [9.7560, 17.7874, 10.6450], [10.8485, 17.1528, 11.2800], [10.7468, 16.8779, 12.6080], [14.8430, 19.6759, 11.6678], [13.2736, 19.3749, 11.1025], [14.7082, 18.9469, 10.0171], [14.1493, 18.0185, 13.9261], [15.3100, 16.6534, 13.9568], [13.6359, 16.3399, 13.8824], [16.7552, 17.5450, 10.7041], [16.1421, 16.0581, 10.0673], [16.7493, 16.1011, 11.7026], [13.0136, 17.4447, 8.7131], [10.9205, 18.0931, 7.4944], [8.7427, 18.0839, 8.7306], [8.8563, 17.8676, 11.2140], [10.3810, 10.9238, 12.3570], [11.4980, 11.5843, 11.6970], [11.3366, 12.7387, 10.6313], [9.8310, 13.7592, 10.7581], [8.7104, 13.7136, 9.8397], [7.4969, 14.3726, 10.2279], [7.3533, 14.9099, 11.5404], [8.4571, 14.8655, 12.3779], [9.6291, 14.2543, 12.0229], [11.3847, 12.1631, 8.9903], [11.5217, 13.0984, 7.9540], [11.4668, 12.7036, 6.6189], [11.2253, 11.3785, 6.2137], [11.0905, 10.4369, 7.2523], [11.1986, 10.8025, 8.6011], [15.1894, 12.9612, 11.5355], [15.5988, 11.9070, 10.1282], [16.5993, 12.3471, 9.1960], [16.7505, 11.7178, 7.9457], [15.7820, 10.7916, 7.5927], [14.7678, 10.3423, 8.4729], [14.6495, 10.9057, 9.7405], [14.7389, 11.7847, 12.7849], [15.6711, 10.7298, 12.9832], [15.2875, 9.7143, 13.9092], [14.2034, 9.8414, 14.8140], [13.3982, 10.9993, 14.6870], [13.6957, 11.9573, 13.7009], [10.6502, 9.8848, 12.4999], [9.4486, 11.0210, 11.7452], [10.2049, 11.3991, 13.3407], [8.7913, 13.1347, 8.9345], [6.6409, 14.3314, 9.5861], [6.4011, 15.3628, 11.7655], [8.4608, 15.3089, 13.3268], [10.4779, 14.3136, 12.6997], [11.5550, 14.1797, 8.1905], [11.4065, 13.5212, 5.9620], [11.1092, 11.0458, 5.2087], [10.8371, 9.4446, 6.9820], [11.0881, 10.0613, 9.4074], [17.3161, 13.0206, 9.6393], [17.6469, 11.8375, 7.3506], [15.8612, 10.2875, 6.6650], [14.1514, 9.5263, 8.2109], [13.8746, 10.6188, 10.4357], [16.6670, 10.7662, 12.4930], [15.9671, 8.8151, 13.8505], [14.0400, 9.1634, 15.6530], [12.5183, 11.1674, 15.3506], [13.0179, 12.8020, 13.6225], [19.3790, 13.7549, 12.5710], [17.9158, 13.4755, 12.1637], [16.7010, 13.3592, 12.0603]],
  "mulliken_charge": [0.9722, -1.1204, 0.2926, -1.2195, -1.1191, 0.3983, 0.0089, -0.5110, -0.8169, -0.4780, -0.5363, 0.6210, -0.4048, 0.3731, 0.3133, 0.3281, 0.3774, 0.4155, 0.3329, 0.4170, 0.3674, 0.1907, 0.4866, 0.4543, 0.3972, 0.4789, -1.0281, 0.0537, -0.2338, 1.3198, -0.9459, -0.5997, -0.8170, -0.4338, -0.3482, 0.9727, -0.4304, -0.7590, -0.6945, -0.6681, -0.6466, 1.0710, 0.4979, -0.4758, -0.8786, -0.5465, -0.7629, -0.4667, 0.3564, -0.7487, -0.5355, -0.6147, -0.3915, -0.2229, 0.3943, 0.3701, 0.2914, 0.4694, 0.4867, 0.4285, 0.4940, 0.3065, 0.1666, 0.4699, 0.4779, 0.4683, 0.3046, 0.2391, 0.4137, 0.4481, 0.5432, 0.3465, 0.3574, 0.3130, 0.4289, 0.3788, 0.2626, -0.3409, 0.8405, -0.4014],
  "homo_ev": [-10.55, -10.69],
  "total_charge": 1,
  "s_squared": 2.019,
  "multiplicity": 3,
  "e_tot_ev": -85041.4037,
  "largest_force_ev_per_a": 3.56,
  "homo_lumo_gap_ha": [0.31009, 0.20368]
}

---

{
  "formula": "C35H36BF3O4S",
  "method": "wB97M-V/def2-TZVPD",
  "species": ["C", "C", "C", "C", "C", "B", "C", "C", "C", "C", "C", "F", "F", "F", "C", "C", "O", "C", "C", "C", "C", "C", "C", "O", "S", "H", "H", "H", "H", "H", "H", "H", "H", "H", "H", "H", "H", "H", "H", "H", "H", "H", "H", "H", "H", "H", "C", "C", "C", "C", "O", "C", "C", "C", "C", "C", "C", "C", "C", "O", "C", "C", "C", "C", "C", "H", "H", "H", "H", "H", "H", "H", "H", "H", "H", "H", "H", "H", "H", "H"],
  "positions_angstrom": [[-4.5682, 4.4714, -0.9441], [-3.6047, 3.4444, -0.4756], [-3.6061, 2.7837, 0.7450], [-2.8151, 1.5827, 0.7703], [-2.2056, 1.2985, -0.4370], [-2.3582, -0.2301, -1.3456], [-0.8327, -0.4307, -1.8769], [0.1681, 0.0331, -1.0373], [1.4110, 0.3550, -1.5788], [1.5890, 0.2186, -2.9515], [2.7893, 0.8743, -3.5573], [2.7397, 0.9621, -4.9096], [2.9334, 2.1564, -3.0781], [3.9484, 0.2088, -3.2221], [0.6744, -0.4674, -3.7341], [-0.5691, -0.8143, -3.1856], [-2.9403, -1.1706, -0.4441], [-3.9168, -1.8564, -1.2086], [-3.2615, -3.1127, -1.7747], [-5.0503, -2.2938, -0.3062], [-4.3388, -0.7928, -2.3509], [-4.6860, -1.4212, -3.6951], [-5.4394, 0.1607, -1.9168], [-3.1660, -0.0142, -2.5035], [-2.4869, 2.6559, -1.5223], [-5.1455, 4.8251, -0.0805], [-4.0658, 5.3158, -1.4344], [-5.2961, 4.0434, -1.6549], [-4.1969, 3.1457, 1.5787], [-2.7355, 0.9564, 1.6587], [-0.0600, 0.2302, 0.0077], [2.2170, 0.7474, -0.9667], [0.8935, -0.7012, -4.7705], [-1.3209, -1.2837, -3.8266], [-3.9873, -3.6698, -2.3755], [-2.3662, -2.8866, -2.3692], [-2.9592, -3.7417, -0.9285], [-5.7968, -2.8220, -0.9088], [-4.6564, -2.9932, 0.4378], [-5.5239, -1.4536, 0.2081], [-5.6115, -2.0083, -3.6206], [-4.8416, -0.6297, -4.4386], [-3.8793, -2.0746, -4.0432], [-6.4126, -0.3354, -2.0087], [-5.2932, 0.5080, -0.8878], [-5.4370, 1.0459, -2.5619], [1.7491, -2.7631, 6.3813], [0.6671, -1.8216, 5.8347], [1.0100, -1.7547, 4.3826], [1.9804, -2.7463, 4.1097], [2.4465, -3.3760, 5.2241], [2.5463, -2.8852, 2.8265], [2.3514, -1.8565, 1.9407], [1.6090, -0.6880, 2.3132], [1.8862, 0.5585, 1.6633], [3.2755, 0.9437, 1.4995], [3.6926, 1.8861, 0.5133], [5.0349, 2.0335, 0.1974], [6.0207, 1.3149, 0.9083], [7.2657, 1.3868, 0.3635], [7.1728, 2.2410, -0.8443], [5.6982, 2.6426, -0.9935], [5.6726, 0.5319, 2.0188], [4.3380, 0.4048, 2.3237], [0.7250, -0.7848, 3.4314], [2.5052, -2.2167, 6.9720], [1.3419, -3.5658, 7.0011], [-0.3313, -2.2415, 6.0253], [0.7147, -0.8389, 6.3051], [3.1692, -3.7455, 2.6245], [2.7743, -1.8781, 0.9358], [1.0992, 1.3060, 1.5367], [2.9468, 2.4699, -0.0198], [7.8208, 3.1179, -0.7021], [7.5338, 1.6724, -1.7131], [5.2705, 2.2536, -1.9216], [5.5778, 3.7290, -1.0232], [6.4754, 0.0268, 2.5595], [4.0665, -0.1375, 3.2279], [-0.0396, -0.0386, 3.6235]],
  "mulliken_charge": [-1.2306, 0.7045, -0.7089, -1.2206, 0.4041, 1.0734, 0.2821, -0.5774, 0.2275, 0.0095, 0.9007, -0.2986, -0.2721, -0.2828, -0.9423, -0.5936, -0.6047, 1.5107, -1.8508, -1.9953, 1.8931, -1.8775, -1.9365, -0.4513, -0.3796, 0.3680, 0.3007, 0.2061, 0.3074, 0.4556, 0.2658, -0.0217, 0.4231, 0.2104, 0.3932, 0.2134, 0.4550, 0.3539, 0.4712, 0.3241, 0.3518, 0.4136, 0.3786, 0.3745, 0.2888, 0.4162, -0.3524, -0.6569, 0.8514, 0.3132, -0.4796, -1.0158, -0.5357, 0.6049, -0.6660, 0.1588, -0.2013, 0.7154, 0.1531, -0.5047, -0.4176, -0.2479, -1.0985, -0.3928, -0.7499, 0.2970, 0.2817, 0.2671, 0.3092, 0.4495, 0.5800, 0.6516, 0.5681, 0.2516, 0.3347, -0.0279, 0.3224, 0.4323, 0.5398, 0.5322],
  "homo_ev": -6.40,
  "total_charge": 0,
  "e_tot_ev": -64731.1760,
  "largest_force_ev_per_a": 2.90,
  "homo_lumo_gap_ha": 0.12628
}